13
Properties=species:S:1:pos:R:3:forces:R:3 method="wB97M-V/def2-TZVPD" energy_ha=-1093.63466 total_charge=0 e_above_lowest_kcal_mol=8.2 gap_ev=10.4 lumo_ev=0.7 smiles=NC(CCl)CCl
N 0.1131 1.4747 0.2438 0.44 -1.02 -0.98
C 0.0604 0.0905 -0.3143 -0.56 0.46 2.94
C -1.2538 -0.5938 0.1509 0.78 0.55 -0.65
Cl -2.4967 0.1537 -0.8765 -0.73 -0.03 0.22
C 1.2853 -0.6581 0.1053 1.65 -0.40 -0.46
Cl 2.6733 0.1712 -0.8409 -0.58 -0.96 0.54
H -0.3560 2.0300 -0.4446 -0.36 0.82 0.39
H -0.2290 1.5977 1.2021 -0.12 -0.27 -0.83
H 0.0932 0.1034 -1.3816 -0.23 0.33 -0.68
H -1.4417 -0.4257 1.2059 -0.17 0.31 0.03
H -1.3067 -1.6493 -0.0132 0.13 -0.67 -0.31
H 1.2297 -1.7358 -0.1825 0.31 0.89 0.10
H 1.6290 -0.5585 1.1456 -0.57 -0.01 -0.32

---

115
Properties=species:S:1:pos:R:3:forces:R:3 method="wB97M-V/def2-TZVPD" energy_ha=-6349.25121 total_charge=+2 e_above_lowest_kcal_mol=0.0 gap_ev=7.3 lumo_ev=-4.8
Sc -1.3085 1.3330 2.0479 0.25 -0.32 -0.22
B -2.7706 4.2264 3.3472 -0.05 -0.02 0.04
N -2.6542 3.0462 4.3703 -0.01 -0.02 0.01
C -2.9655 3.0902 5.6641 -0.04 0.00 0.03
C -2.5385 1.9162 6.2738 -0.04 0.01 0.03
C -1.9596 1.1970 5.2426 0.00 -0.05 -0.04
N -2.0274 1.8834 4.0895 -0.03 0.00 0.13
N -3.4547 3.6864 2.0563 0.05 -0.01 -0.07
C -4.4316 4.2982 1.3855 -0.02 0.01 0.01
C -4.6321 3.6430 0.1812 -0.04 0.01 0.00
C -3.7107 2.6075 0.2046 0.03 -0.03 -0.01
N -2.9971 2.6321 1.3404 -0.06 0.14 0.12
H -3.5010 5.0474 3.8350 0.03 -0.01 -0.02
H -1.6698 4.6369 3.0967 0.00 -0.03 -0.01
H -3.4614 3.9577 6.0679 0.02 -0.03 0.00
H -2.6414 1.6320 7.3068 0.00 0.01 -0.03
H -1.5286 0.2082 5.2713 0.02 0.02 0.01
H -4.9134 5.1637 1.8095 0.01 -0.02 -0.02
H -5.3419 3.8819 -0.5914 0.02 -0.01 0.02
H -3.5247 1.8605 -0.5483 -0.01 0.00 0.00
C -2.9405 -4.5254 1.7847 -0.02 -0.02 0.00
C -2.2136 -3.8608 0.8070 0.00 0.01 0.00
C -1.4817 -2.7275 1.1304 -0.02 -0.05 -0.02
C -1.4606 -2.2914 2.4441 0.02 0.11 -0.02
C -2.1593 -2.9619 3.4369 -0.04 0.01 0.00
C -2.9130 -4.0751 3.0985 0.00 0.00 0.01
N -0.7228 -1.0985 2.7834 -0.36 0.04 0.00
N 0.1223 -1.3176 3.6534 0.33 0.13 0.09
C 0.8438 -0.1653 4.1007 -0.07 -0.14 -0.01
C 1.7389 -0.3787 5.1272 0.06 0.02 0.06
C 2.3888 0.7266 5.6638 -0.01 -0.03 0.00
C 2.0959 1.9765 5.1530 0.01 0.01 -0.01
C 1.1797 2.0871 4.1130 0.00 0.01 -0.02
N 0.5743 1.0279 3.5767 -0.12 0.02 -0.03
H -3.5274 -5.3974 1.5255 0.02 0.02 0.00
H -2.2255 -4.2183 -0.2152 0.00 0.00 0.01
H -0.9327 -2.1812 0.3759 0.00 0.02 0.00
H -2.1236 -2.6003 4.4567 0.00 0.00 0.00
H -3.4746 -4.5958 3.8634 0.01 0.01 -0.02
H 1.8922 -1.3831 5.4955 0.00 0.01 0.00
H 3.0921 0.6093 6.4773 0.00 0.00 -0.01
H 2.5536 2.8716 5.5499 0.00 -0.01 0.00
H 0.9126 3.0566 3.7125 0.00 -0.01 0.01
F 1.9013 -3.0052 -2.5427 -0.02 -0.02 -0.01
C 2.3422 -1.7806 -2.1945 0.00 -0.01 -0.03
C 1.6389 -1.0779 -1.2631 -0.03 0.00 0.01
C 2.0219 0.2199 -0.9181 -0.02 0.00 0.00
C 1.2068 0.9908 0.0226 -0.04 0.05 -0.16
O 0.1658 0.4756 0.4910 -0.05 -0.04 0.34
C 1.6781 2.3020 0.3058 0.09 -0.03 0.00
C 2.8115 2.7597 -0.3025 0.02 0.01 -0.04
N 3.5487 2.0596 -1.1821 0.01 -0.05 -0.01
C 4.6905 2.6781 -1.8291 -0.02 0.00 0.03
C 6.0717 2.1971 -1.4861 0.01 0.00 -0.01
C 5.6015 3.5421 -1.0187 0.01 0.01 0.02
C 3.1538 0.7723 -1.5287 0.04 0.07 0.01
C 3.8739 0.0262 -2.4700 0.01 -0.01 -0.01
C 3.4798 -1.2514 -2.8282 0.00 -0.03 -0.01
N 4.2295 -1.9616 -3.7951 0.04 0.04 0.00
C 4.4937 -1.3348 -5.0826 -0.04 -0.02 -0.01
C 5.9581 -1.5957 -5.4515 0.04 -0.10 0.04
N 6.3743 -2.8907 -4.7907 -0.09 0.03 -0.03
C 5.2587 -3.8965 -4.8401 0.07 0.07 0.00
C 4.1281 -3.4129 -3.9192 0.01 0.02 -0.01
C 1.0027 3.2307 1.2725 -0.26 -0.06 -0.05
O 1.5893 4.2049 1.6926 0.04 0.00 -0.04
O -0.2060 2.8808 1.5946 0.24 0.31 0.00
H 0.7487 -1.5064 -0.8240 0.02 0.02 0.00
H 3.1499 3.7619 -0.0764 0.00 0.00 0.01
H 4.4915 2.9752 -2.8517 -0.02 0.01 0.00
H 6.8025 2.1513 -2.2824 -0.01 0.00 0.02
H 6.1481 1.4190 -0.7379 0.00 0.01 -0.01
H 5.9912 4.4285 -1.4974 0.00 -0.01 0.01
H 5.3977 3.6504 0.0376 0.00 0.00 -0.02
H 4.7675 0.4477 -2.9080 -0.02 -0.01 0.00
H 4.3174 -0.2647 -5.0352 0.00 0.02 0.02
H 3.8265 -1.7342 -5.8554 -0.01 0.00 0.00
H 6.6281 -0.8255 -5.0761 0.00 0.03 0.00
H 6.1080 -1.7130 -6.5226 -0.01 0.01 -0.01
H 6.5853 -2.6940 -3.8120 0.00 0.00 0.05
H 7.2209 -3.2578 -5.2227 0.03 -0.02 -0.03
H 5.6476 -4.8640 -4.5349 0.00 -0.02 0.01
H 4.9549 -3.9564 -5.8829 -0.02 -0.01 -0.01
H 4.2297 -3.8612 -2.9327 -0.01 0.00 0.02
H 3.1816 -3.7519 -4.3461 -0.02 0.00 -0.01
C -4.7308 0.1100 3.7290 -0.02 0.04 -0.03
O -3.8192 -0.0574 2.6370 0.04 -0.03 0.08
C -4.3065 -0.7038 1.5517 -0.05 0.03 0.00
C -5.4901 -1.4151 1.5046 -0.03 -0.03 0.02
C -5.8682 -2.0332 0.3149 0.04 0.02 0.01
Br -7.4698 -3.0239 0.2731 -0.03 -0.02 0.00
C -5.0986 -1.9346 -0.8194 0.00 0.00 -0.02
C -3.9014 -1.2120 -0.7794 0.06 0.00 -0.06
C -3.5091 -0.6126 0.4122 0.02 -0.03 -0.09
O -2.3276 0.0515 0.5357 0.16 0.02 -0.35
C -3.0440 -1.0703 -1.9564 0.00 0.01 0.06
N -1.9079 -0.4054 -1.9380 0.06 0.05 0.05
C -1.4106 -0.4532 -3.2334 0.00 0.04 0.11
C -0.2715 0.1274 -3.7880 0.02 0.02 0.02
C -0.0399 -0.0791 -5.1337 -0.01 -0.02 0.00
C -0.9173 -0.8433 -5.9205 0.01 -0.01 0.00
C -2.0573 -1.4118 -5.3864 0.00 0.00 -0.01
C -2.2842 -1.1939 -4.0322 -0.11 -0.07 0.00
N -3.3153 -1.5762 -3.1878 0.04 0.00 -0.08
H -5.6542 0.5703 3.3750 -0.01 -0.01 0.00
H -4.2445 0.7662 4.4393 0.00 0.01 0.02
H -4.9432 -0.8521 4.1981 0.00 -0.01 0.01
H -6.1231 -1.5044 2.3743 0.01 0.00 -0.01
H -5.4283 -2.4212 -1.7273 0.00 0.01 0.02
H -1.8506 0.0337 -0.3688 -0.10 -0.08 0.11
H 0.3853 0.7426 -3.1856 -0.01 -0.02 -0.01
H 0.8205 0.3796 -5.6048 0.00 0.00 0.01
H -0.7077 -0.9722 -6.9742 -0.01 0.00 0.01
H -2.7424 -1.9829 -5.9994 0.01 0.01 0.02
H -4.1407 -2.0857 -3.4498 -0.01 -0.01 -0.01

---

32
Properties=species:S:1:pos:R:3:forces:R:3 method="wB97M-V/def2-TZVPD" energy_ha=-840.28791 total_charge=-1 e_above_lowest_kcal_mol=35.4 gap_ev=9.5 lumo_ev=2.8
O 0.5843 -0.0543 -0.3433 -0.03 0.58 2.36
H 0.3065 0.2932 0.5570 0.10 -0.39 -1.80
O -2.0414 2.8358 1.1404 0.97 1.88 -0.20
H -2.8053 2.3287 1.1811 -2.60 -1.15 -0.25
H -1.4219 2.1794 1.4488 0.67 -0.02 0.20
O 0.1193 0.0811 -2.9921 -0.12 -0.78 -2.35
H 0.3140 0.0739 -2.0717 0.12 0.22 1.31
H 0.0424 -0.8664 -3.2269 0.02 0.83 0.28
O -2.7098 -0.6371 1.7041 -0.70 1.40 0.33
H -3.3506 -1.3235 1.7836 -0.58 -0.83 0.14
H -1.8562 -1.0318 1.8157 1.07 -0.74 0.02
O -0.4357 -2.1801 0.8362 -1.13 -0.28 0.00
H -1.2047 -2.3581 0.2512 0.69 -0.02 0.38
H -0.1121 -1.3378 0.4280 0.40 -0.17 -0.17
O 0.6089 -2.4358 -1.8318 0.32 -0.98 -0.02
H 0.7157 -1.6810 -1.2524 -0.03 1.05 0.14
H 0.8009 -3.1148 -1.1756 -0.12 -0.41 -0.27
O 3.0933 -0.0052 -1.1521 2.60 0.00 -0.19
H 3.0952 -0.4990 -1.9644 -0.19 -0.23 -0.47
H 2.1962 0.1683 -0.9459 -1.92 0.14 0.36
O 2.3460 0.0125 1.8271 -0.38 -1.75 0.67
H 2.2190 -0.9161 2.1484 0.45 1.16 0.10
H 1.9175 -0.1310 0.9644 0.29 0.42 -0.55
O -2.0005 -0.0086 -0.8582 -2.39 -0.20 -0.99
H -2.3965 -0.2281 -0.0127 0.27 0.20 0.19
H -1.0610 0.0162 -0.7897 1.26 0.15 0.32
O -0.2327 1.3489 2.0757 0.62 -0.15 -0.24
H 0.5810 1.6606 1.6283 -0.24 -0.24 0.99
H -0.0262 0.8421 2.8650 0.56 0.12 -0.16
O 0.6826 2.5993 -1.2802 -0.83 1.22 0.82
H 1.3459 2.6075 -1.9501 0.70 -0.50 -0.52
H 0.6856 1.7615 -0.8080 0.16 -0.53 -0.45

---

19
Properties=species:S:1:pos:R:3:forces:R:3 method="wB97M-V/def2-TZVPD" energy_ha=-372.46842 total_charge=0 e_above_lowest_kcal_mol=24.1 gap_ev=11.3 lumo_ev=0.7 smiles=CC1(C)COBOC1
C -1.8646 0.0577 -0.6471 2.90 0.92 -2.90
C -0.4690 -0.0367 -0.0572 2.77 -0.13 1.05
C -0.4098 0.0047 1.5198 1.57 -4.04 -1.18
C 0.3252 1.2184 -0.5661 -0.14 -1.53 3.43
O 1.7179 1.2147 -0.1230 -1.82 0.95 -0.94
B 2.3248 0.0675 0.2277 0.93 -0.47 0.07
O 1.8434 -1.1794 0.0245 -2.70 -0.03 -1.24
C 0.4166 -1.2311 -0.5824 2.08 3.82 1.90
H -1.7822 -0.3392 -1.7242 -0.42 1.22 1.22
H -2.3014 1.0498 -0.5231 0.32 0.21 -0.57
H -2.5244 -0.5447 -0.2155 -2.65 -2.92 2.12
H -1.0689 0.7466 1.7997 -0.90 1.93 1.19
H 0.6959 0.0310 1.9159 -2.52 0.34 -0.57
H -0.8721 -0.9964 1.8689 0.80 1.49 -0.25
H 0.1649 1.1767 -1.5839 0.45 0.65 -2.45
H -0.2146 2.0165 -0.0666 0.46 0.73 -0.34
H 3.3989 0.1419 0.7460 -0.03 0.07 -0.01
H 0.1488 -2.1668 -0.3943 -1.65 -3.87 1.63
H 0.4705 -1.2312 -1.6192 0.56 0.66 -2.17

---

40
Properties=species:S:1:pos:R:3:forces:R:3 method="wB97M-V/def2-TZVPD" energy_ha=-1879.42636 total_charge=0 gap_ev=8.5 lumo_ev=-0.6 smiles="CCS(=O)(=O)N1CCN(S(=O)(=O)c2ccccc2[N+](=O)[O-])CC1"
C 1.3384 -4.5222 -2.6686 -0.04 -0.09 -0.12
C 2.3151 -4.0724 -1.6083 -0.18 0.85 -0.10
S 2.2687 -2.2592 -1.5136 0.06 -0.86 0.32
O 2.4679 -1.7240 -2.8276 -0.29 0.01 -0.28
O 3.1653 -1.8397 -0.4697 -0.14 -0.10 0.17
N 0.6637 -2.0163 -1.0590 1.02 -0.21 -0.41
C 0.4750 -1.8420 0.3664 0.10 0.03 0.66
C 0.7724 -0.4014 0.7985 0.16 -0.50 0.46
N 0.0348 0.5475 -0.0095 -1.06 0.18 0.27
S -1.5482 0.7645 0.4553 0.07 0.46 0.57
O -2.3715 1.1339 -0.6535 0.24 0.01 -0.23
O -1.9909 -0.3203 1.2890 0.28 0.01 0.09
C -1.4455 2.1923 1.5670 -0.08 -0.43 -0.49
C -1.5107 1.9550 2.9282 0.00 -0.07 0.02
C -1.5639 3.0103 3.8256 0.02 0.08 -0.07
C -1.5896 4.3164 3.3609 0.02 -0.16 0.01
C -1.5450 4.5656 2.0008 0.02 -0.15 -0.35
C -1.4572 3.5020 1.1102 -0.06 0.08 1.04
N -1.3458 3.8123 -0.2967 0.13 0.24 -0.27
O -1.9997 4.7397 -0.7092 -0.25 0.30 -0.23
O -0.5634 3.1550 -0.9425 0.23 0.09 -0.26
C 0.2594 0.3768 -1.4320 -0.30 -0.01 -0.66
C -0.0713 -1.0526 -1.8567 0.02 0.44 -0.47
H 0.3284 -4.2379 -2.3855 -0.10 -0.06 -0.03
H 1.5836 -4.0363 -3.6095 -0.04 -0.07 -0.14
H 1.3791 -5.6006 -2.8054 0.01 -0.05 0.01
H 3.3415 -4.3363 -1.8488 0.14 0.09 0.06
H 2.0633 -4.4361 -0.6172 0.03 -0.03 0.16
H 1.1496 -2.5282 0.8783 -0.15 0.01 0.19
H -0.5631 -2.0862 0.6103 0.17 -0.07 -0.05
H 0.4874 -0.2525 1.8398 0.21 -0.10 0.06
H 1.8396 -0.2000 0.6727 -0.15 0.08 0.07
H -1.5476 0.9303 3.2616 -0.03 -0.07 0.09
H -1.6041 2.8121 4.8854 -0.01 -0.04 0.08
H -1.6504 5.1400 4.0551 0.00 0.08 0.04
H -1.5726 5.5724 1.6116 0.00 0.02 -0.04
H -0.3697 1.0986 -1.9495 0.18 -0.10 -0.17
H 1.3112 0.5935 -1.6367 -0.05 0.07 0.04
H 0.2075 -1.2139 -2.8971 -0.24 0.11 -0.02
H -1.1414 -1.2399 -1.7198 0.07 -0.06 -0.05